DFT (wB97M-V/def2-TZVPD) results for 5 unconnected molecules or ions with the total composition C32H40F35N6O7 in a non-equilibrium geometry.

Element x y z (Å)
N -4.19437 1.80110 0.65316
C -2.98365 1.60130 0.32888
N -2.67242 0.73745 -0.75196
N -1.85468 2.15011 0.97328
C -1.16739 3.27095 0.28221
C -0.19726 2.85798 -0.82334
C 1.25047 2.62651 -0.35091
C 1.37828 1.78674 0.92191
N 1.98565 0.42958 0.66513
C 2.48719 -0.21039 1.92130
O 1.72831 -1.34715 2.28789
C 0.36331 -1.02585 2.20040
N 0.02350 -0.96942 0.75164
C 1.05111 -0.39750 0.05360
N 1.14951 -0.66096 -1.23653
O 2.19976 -0.15048 -1.96375
C 0.20357 -1.49773 -1.95418
C 0.47496 -3.00376 -1.74979
O -0.58203 -3.53536 -0.97792
C -1.10671 -4.78495 -1.39141
C -2.57280 -4.81852 -0.96845
F -2.80591 -4.11916 0.13532
F -3.34527 -4.30647 -1.93185
F -2.97087 -6.07158 -0.76429
H -4.27108 2.48305 1.40589
H -3.45548 0.71740 -1.39216
H -2.46890 -0.19117 -0.40636
H -2.08460 2.40599 1.92354
H -0.63000 3.83006 1.05210
H -1.93609 3.93438 -0.12633
H -0.17043 3.68497 -1.54049
H -0.57072 2.00045 -1.38637
H 1.81466 2.15484 -1.15661
H 1.72463 3.59506 -0.18735
H 2.04596 2.28860 1.62287
H 0.41899 1.67528 1.43061
H 2.47384 0.52368 2.73140
H 3.51195 -0.54880 1.77675
H -0.21436 -1.83718 2.63617
H 0.13990 -0.06883 2.67354
H -0.09451 -1.93832 0.44452
H 1.86615 0.65210 -2.39566
H -0.80615 -1.25608 -1.62127
H 0.26322 -1.24946 -3.01329
H 0.61475 -3.51272 -2.70546
H 1.42386 -3.10488 -1.20632
H -0.58792 -5.60231 -0.88658
H -1.07893 -4.88053 -2.47692
C -2.07739 -10.64228 0.67928
C -2.91139 -10.25397 -0.55212
C -4.03070 -9.22554 -0.36819
F -4.97351 -9.66744 0.48332
F -4.61843 -9.00439 -1.56628
F -3.39709 -11.36160 -1.14302
F -2.03635 -9.66949 -1.42865
O -2.40250 -11.84360 1.34862
C -3.34307 -11.89763 2.34451
C -4.52034 -12.80725 1.97017
F -5.11962 -12.36523 0.84906
F -5.42025 -12.78268 2.97628
F -3.75917 -10.67271 2.71293
F -2.75138 -12.45807 3.42154
H -1.08124 -10.82967 0.28052
H -1.97956 -9.80647 1.37361
H -3.62906 -8.27899 0.00052
H -4.16948 -13.82904 1.81456
C -7.34594 7.06456 0.75636
C -7.19825 7.43419 -0.72816
C -6.84942 6.31524 -1.71528
F -5.64743 5.77009 -1.43280
F -6.78638 6.83895 -2.95814
F -6.32346 8.45272 -0.86217
F -8.42113 7.88683 -1.12349
O -6.24307 7.31942 1.61233
C -5.22959 6.42574 1.78924
C -3.88294 6.99284 1.32332
F -3.91958 7.31928 0.01975
F -2.93610 6.03420 1.48801
F -5.48342 5.23449 1.21500
F -5.10437 6.20463 3.11858
H -8.12056 7.73307 1.12790
H -7.72889 6.05130 0.88045
H -7.61459 5.53477 -1.69986
H -3.61775 7.87620 1.90628
C 3.77986 7.42870 0.55239
C 2.59363 6.52954 0.93207
C 1.39750 7.16458 1.64708
F 1.74547 7.66790 2.84064
F 0.46821 6.19460 1.85442
F 3.02977 5.45637 1.63194
F 2.07965 6.05117 -0.24268
O 4.91029 7.41851 1.39908
C 5.01313 8.24283 2.49259
C 5.11498 7.44238 3.79731
F 4.03033 6.65470 3.95359
F 5.17011 8.30353 4.83232
F 4.01728 9.14326 2.53857
F 6.16895 8.92547 2.37146
H 4.15075 7.00838 -0.38171
H 3.45112 8.44294 0.32292
H 0.95231 7.95035 1.03153
H 6.01239 6.82116 3.78615
C 7.45857 -2.96436 -1.57719
C 7.25960 -4.05770 -2.63814
C 7.85558 -3.82891 -4.03089
F 7.30895 -2.74685 -4.61949
F 7.58189 -4.90686 -4.79546
F 5.94396 -4.35421 -2.74262
F 7.88995 -5.16434 -2.15515
O 6.38358 -2.06331 -1.35539
C 6.22656 -0.91186 -2.07539
C 4.91702 -0.92235 -2.86834
F 4.88259 -1.95207 -3.73719
F 4.80920 0.22908 -3.57789
F 7.28325 -0.64242 -2.85397
F 6.11376 0.10428 -1.18330
H 7.53721 -3.50947 -0.63810
H 8.40563 -2.44111 -1.70902
H 8.93979 -3.70302 -3.97088
H 4.05808 -0.99255 -2.20112

Calculated values
Total energy in Ha: -5593.60213
Net charge: +1
Frontier orbital gap in eV: 8.62
Largest force on an atom in eV Å⁻¹: 1.60
2S+1: 1

Mulliken population analysis, charges in e, atoms 1 to 2: number 1, N, carries -0.77; number 2, C, carries 0.12


DFT (wB97M-V/def2-TZVPD) results for a molecular structure, C32H40FN7O11PSeSiTi in a non-equilibrium geometry.

Element x y z (Å)
Ti -0.05204 0.43312 0.14997
C 5.13658 -1.16667 5.00946
C 4.12540 -0.18680 5.59822
C 3.56542 -0.72591 6.90301
C 2.54232 0.23099 7.49084
C 1.43668 0.45819 6.49440
C 0.13618 0.72151 6.92373
C -0.86276 0.89822 5.98861
F -2.11356 1.15637 6.42358
C -0.63146 0.82164 4.63817
C 0.67123 0.55508 4.18927
C 0.96252 0.47225 2.80336
O -0.03279 0.58697 1.91264
C 2.29636 0.25365 2.38404
C 3.26509 0.09092 3.31567
N 3.01710 0.08655 4.66035
C 1.71146 0.36630 5.13455
C 2.67583 0.00685 0.95636
O 3.82618 -0.02024 0.59663
O 1.64895 -0.28695 0.16146
H 5.75233 -1.56596 5.81614
H 5.80457 -0.70435 4.28350
H 4.62221 -1.99860 4.52380
H 4.63097 0.76322 5.80904
H 4.39426 -0.89235 7.59166
H 3.09116 -1.69361 6.70542
H 3.02948 1.18006 7.73953
H 2.12562 -0.16680 8.41699
H -0.09212 0.78796 7.98100
H -1.42677 0.97960 3.92192
H 4.28182 -0.06119 2.98922
N -1.60191 -2.88189 -3.79126
C -1.61815 -1.78494 -2.83422
C -0.29151 -1.06369 -2.81029
O 0.52347 -1.37764 -3.79578
O 0.00655 -0.22384 -1.98092
H -2.51075 -2.93403 -4.23871
H -1.43937 -3.76830 -3.33343
H 0.02410 -2.06276 -4.30257
H -1.88545 -2.05452 -1.81544
H -2.36156 -1.06717 -3.17162
C 1.56460 5.55738 0.11696
Si 0.01749 4.51760 0.11094
C -1.18674 5.25009 -1.09774
C -0.69514 4.38330 1.81213
Se 0.70524 2.52084 -0.74820
H 1.33743 6.62273 0.23865
H 2.09201 5.41775 -0.83101
H 2.23579 5.24546 0.92233
H -1.31854 6.32324 -0.91859
H -2.16149 4.75982 -1.02829
H -0.80717 5.10855 -2.11295
H -1.07507 5.35216 2.15480
H 0.07400 4.04134 2.51122
H -1.50606 3.65630 1.81828
O -2.11369 1.78438 0.74065
C -2.61044 0.76914 0.27131
O -1.82471 -0.22554 -0.08038
C -4.05836 0.53177 -0.01098
C -5.07929 0.90583 0.85164
C -6.37286 0.53894 0.47522
C -6.67600 -0.16889 -0.66461
C -5.62169 -0.53993 -1.52136
C -4.32010 -0.15701 -1.17996
N -5.82678 -1.31525 -2.63906
O -7.00893 -1.66298 -2.94988
O -4.78672 -1.69594 -3.30961
N -7.48835 0.91302 1.37599
O -7.20949 1.49718 2.40508
O -8.61448 0.58640 1.06742
H -4.89996 1.44959 1.76719
H -7.69035 -0.45007 -0.89536
H -3.52125 -0.41468 -1.83611
C 0.42904 -5.33099 2.07590
N 0.49879 -4.14170 2.92097
C -0.80471 -3.94617 3.56198
N -1.92308 -3.87294 2.62369
C -1.91218 -5.06994 1.78791
N -0.64558 -5.29834 1.08405
C -0.40542 -4.26216 0.07402
P -0.32062 -2.53201 0.77268
C 0.87589 -2.95634 2.13893
C -1.86037 -2.65536 1.80566
H 0.26407 -6.19654 2.72072
H 1.38295 -5.45727 1.56094
H -0.77432 -3.02694 4.15028
H -0.97976 -4.78797 4.23520
H -2.71723 -4.99956 1.05548
H -2.09786 -5.93412 2.42857
H -1.20818 -4.30137 -0.66754
H 0.53108 -4.47315 -0.44754
H 0.94792 -2.10148 2.81165
H 1.86576 -3.10496 1.70098
H -2.72820 -2.60989 1.14473
H -1.90802 -1.77555 2.45181

Calculated values
Relative energy (zero: lowest compared OMol25 entry of this formula, charge and spin) in eV: 1.002
Total energy in Ha: -6436.09344
Net charge: -1
Frontier orbital gap (spin up / spin down) in eV: 4.93 / 7.62
Largest force on an atom in eV Å⁻¹: 1.69
2S+1: 3

Mulliken population analysis, charges in e, atoms 1 to 2: number 1, Ti, carries -0.19; number 2, C, carries -1.64


DFT (wB97M-V/def2-TZVPD) results for a molecular structure, C32H40K2N8O4S in a non-equilibrium geometry.

Element x y z (Å)
K 0.25936 -2.00283 -3.60343
K 3.95889 0.44332 -2.17472
S 0.44621 -0.18778 -0.71485
O -0.41685 0.97754 -0.61331
O 1.20241 -0.45091 0.49460
O -0.34920 -1.37596 -0.96418
O 1.40684 -0.04700 -1.83480
N -1.00756 3.50530 -1.76133
C -1.66382 4.32600 -0.87360
C -1.71662 5.60868 -1.33192
C -1.23708 5.61528 -2.59018
C -0.77997 4.32633 -2.82026
H -0.77235 2.53614 -1.60158
H -1.97097 3.97763 0.10144
H -2.00504 6.53793 -0.86318
H -1.22489 6.53022 -3.16391
H -0.28307 3.91275 -3.68539
N -1.68280 0.70765 -3.04918
C -2.53054 -0.25566 -3.50450
C -2.46009 -0.43375 -4.87840
C -1.46416 0.47874 -5.28253
C -1.04497 1.19378 -4.18110
H -1.51451 1.01280 -2.10120
H -3.19129 -0.68043 -2.76330
H -2.97486 -1.13339 -5.52022
H -1.11972 0.72038 -6.27720
H -0.28454 1.96017 -4.15284
N -2.97610 0.43955 0.51930
C -3.70315 -0.28879 1.38306
C -5.04322 0.13418 1.39339
C -5.14561 1.17994 0.52898
C -3.88058 1.34972 -0.00798
H -2.04714 0.25780 0.16703
H -3.31813 -1.17501 1.86552
H -5.79056 -0.35852 1.99764
H -6.07693 1.69361 0.34142
H -3.54917 1.97212 -0.82602
N 2.30872 -2.76918 0.90318
C 2.66741 -3.56847 -0.10753
C 3.15206 -4.72004 0.28376
C 3.02024 -4.71155 1.68078
C 2.50242 -3.46332 2.02832
H 1.88204 -1.85960 0.79977
H 2.64594 -3.10667 -1.08358
H 3.65674 -5.48208 -0.29155
H 3.31384 -5.43872 2.42337
H 2.42375 -3.11650 3.04810
N -0.39598 -1.39217 2.43395
C -1.05635 -0.51680 3.27647
C -1.77892 -1.26628 4.22211
C -1.49550 -2.62443 3.92164
C -0.62909 -2.68417 2.80696
H 0.25008 -1.12482 1.70510
H -0.94153 0.53899 3.08019
H -2.48201 -0.84779 4.92706
H -1.91835 -3.48687 4.41540
H -0.15145 -3.51843 2.31475
N 0.84797 3.10361 0.71837
C 1.51734 4.26687 0.42911
C 2.06025 4.84198 1.53952
C 1.80153 3.94934 2.60268
C 1.04853 2.89466 2.09818
H 0.32026 2.55009 0.05864
H 1.57675 4.68087 -0.56661
H 2.64435 5.74675 1.62096
H 2.13161 4.06856 3.62407
H 0.69376 1.93485 2.44358
N -1.39041 -3.71225 -0.40147
C -2.68453 -4.01780 -0.48529
C -2.92576 -5.37811 -0.51973
C -1.70437 -5.98494 -0.42731
C -0.77168 -4.92311 -0.23118
H -0.99689 -2.78527 -0.47848
H -3.34169 -3.16865 -0.60137
H -3.90416 -5.81816 -0.64418
H -1.48272 -7.03929 -0.35237
H 0.30022 -4.91483 -0.09936
N 5.37882 0.05919 1.24060
C 6.45907 0.88464 0.85725
C 5.93731 2.11245 0.43564
C 4.56495 2.03051 0.67676
C 4.25159 0.80948 1.23164
H 5.53368 -0.89209 1.54258
H 7.46766 0.55096 1.05168
H 6.47914 3.01259 0.18552
H 3.87508 2.82355 0.42863
H 3.29002 0.46491 1.58241

Calculated values
Relative energy (zero: lowest compared OMol25 entry of this formula, charge and spin) in eV: 3.432
Total energy in Ha: -3580.45950
Frontier orbital gap in eV: 5.31
Largest force on an atom in eV Å⁻¹: 4.91
2S+1: 1

Mulliken population analysis, charges in e, atoms 1 to 2: number 1, K, carries 0.90; number 2, K, carries 0.85